[1]
{
  "formula": "C31H44BrCaN3P2",
  "method": "ωB97M-V with the def2-TZVPD basis set",
  "symbols": ["N", "C", "C", "C", "C", "C", "C", "Ca", "P", "C", "C", "C", "C", "C", "C", "C", "Br", "H", "H", "H", "H", "H", "H", "H", "H", "H", "H", "P", "C", "C", "H", "H", "H", "H", "H", "C", "C", "H", "H", "H", "H", "H", "C", "C", "H", "H", "H", "H", "H", "C", "C", "H", "H", "H", "H", "H", "C", "C", "H", "H", "H", "H", "H", "C", "C", "H", "H", "H", "H", "H", "N", "C", "C", "C", "C", "C", "N", "C", "H", "H", "H", "H"],
  "coordinates": [[-1.7613, 6.2990, 0.5146], [-1.3815, 6.1213, 1.7798], [-0.0386, 5.9496, 2.1204], [0.9177, 5.8603, 1.0764], [0.5144, 6.2489, -0.2278], [-0.8580, 6.4248, -0.4606], [2.1715, 5.1784, 1.3165], [1.5752, -0.2993, 0.4411], [-0.2559, -3.9487, -0.3244], [2.9298, 4.5910, 0.3312], [3.4180, 3.2040, 0.4718], [3.6744, 2.4199, -0.6853], [3.8935, 1.0225, -0.5898], [3.7756, 0.4974, 0.6640], [3.7001, 1.1885, 1.8339], [3.4759, 2.5814, 1.7423], [3.4987, -1.9888, 0.7541], [2.3712, 4.9906, 2.3830], [3.0002, 5.0464, -0.6641], [0.2450, 5.7925, 3.1588], [1.2213, 6.3421, -1.0539], [-2.1593, 6.1108, 2.5417], [-1.2253, 6.6657, -1.4647], [3.7277, 2.9318, -1.6544], [3.3742, 3.1733, 2.6565], [4.1619, 0.4269, -1.4691], [3.7736, 0.7037, 2.8044], [-0.7827, 0.6097, -1.3027], [0.3821, -4.3804, 1.3568], [1.4766, -5.4410, 1.4986], [-0.5027, -4.6655, 1.9511], [0.7645, -3.4384, 1.7865], [1.9597, -5.3327, 2.4824], [1.0756, -6.4656, 1.4545], [2.2680, -5.3213, 0.7482], [1.1864, -4.2005, -1.4820], [1.5458, -5.6380, -1.8094], [2.0485, -3.6456, -1.0710], [0.8941, -3.6710, -2.4065], [2.3417, -5.6469, -2.5595], [1.9189, -6.1838, -0.9400], [0.6941, -6.1793, -2.2267], [-1.4547, -5.2899, -0.7463], [-1.3622, -6.6093, 0.0043], [-1.4034, -5.4520, -1.8342], [-2.4311, -4.8199, -0.5389], [-2.2030, -7.2439, -0.2963], [-0.4528, -7.1671, -0.2445], [-1.4314, -6.4821, 1.0896], [-2.5551, 0.1074, -1.2090], [-2.8328, -1.3703, -0.9502], [-3.0075, 0.4167, -2.1656], [-3.0190, 0.7149, -0.4180], [-3.8636, -1.5969, -1.2547], [-2.1628, -2.0352, -1.5095], [-2.7502, -1.6125, 0.1178], [-0.4093, -0.0534, -2.9899], [0.9277, 0.4166, -3.5542], [-1.2455, 0.2911, -3.6176], [-0.4651, -1.1512, -2.9282], [1.0701, -0.0237, -4.5477], [0.9547, 1.5069, -3.6716], [1.7843, 0.1204, -2.9313], [-0.9918, 2.3945, -1.7741], [-2.2034, 3.1433, -1.2244], [-1.0095, 2.4258, -2.8757], [-0.0625, 2.8955, -1.4525], [-2.2139, 4.1649, -1.6259], [-3.1534, 2.6755, -1.5130], [-2.1682, 3.2372, -0.1300], [-4.2016, -2.5419, 3.1891], [-3.4660, -1.6532, 2.9843], [-2.5588, -0.5646, 2.6678], [-2.9724, 0.7723, 2.6990], [-2.0628, 1.7620, 2.3377], [-0.7739, 1.3891, 1.9494], [-0.3892, 0.0973, 1.8741], [-1.2483, -0.8714, 2.2740], [-3.9937, 1.0188, 2.9858], [-2.3283, 2.8130, 2.3452], [-0.0200, 2.1471, 1.7004], [-0.8799, -1.9056, 2.3083]],
  "molar_mass_da": 640.644,
  "charge": 2,
  "gap_ev": 4.59,
  "de_lowest_kcal_mol": 0.0,
  "lumo_energy_ev": -8.37
}

---

[2]
{
  "formula": "C31H44FN5O7PZn",
  "method": "ωB97M-V with the def2-TZVPD basis set",
  "symbols": ["Zn", "O", "C", "C", "C", "C", "C", "C", "C", "O", "N", "O", "O", "H", "H", "H", "H", "C", "C", "C", "C", "C", "C", "C", "C", "C", "C", "C", "C", "N", "C", "C", "C", "C", "C", "C", "F", "H", "H", "H", "H", "H", "H", "H", "H", "H", "H", "H", "H", "H", "H", "H", "H", "H", "H", "H", "H", "H", "C", "N", "C", "C", "C", "O", "H", "H", "H", "H", "H", "H", "H", "H", "H", "N", "C", "P", "O", "O", "C", "N", "H", "H", "H", "H", "H", "H", "H", "H", "H", "H"],
  "coordinates": [[0.8497, -0.0386, 0.0875], [1.6845, 2.6969, -0.7039], [0.9463, 3.5850, -1.1198], [-0.4783, 3.6232, -1.0184], [-1.1064, 4.7895, -1.4808], [-2.4539, 4.9486, -1.3376], [-3.2357, 3.9531, -0.7422], [-2.6483, 2.8042, -0.2881], [-1.2439, 2.5883, -0.3842], [-0.7584, 1.4806, 0.0720], [-3.0876, 6.1849, -1.7976], [-4.2969, 6.2506, -1.7264], [-2.3628, 7.0629, -2.2193], [1.4042, 4.4681, -1.5992], [-0.5250, 5.5729, -1.9508], [-4.3044, 4.1007, -0.6759], [-3.2544, 1.9971, 0.1059], [-3.1747, -3.4031, 1.7421], [-2.4116, -2.0722, 1.8331], [-0.9978, -2.3496, 2.3523], [-2.6219, -1.2535, 0.5500], [-3.9051, -0.7025, 0.4473], [-4.3334, -0.0581, -0.6953], [-3.4724, 0.0275, -1.7779], [-2.1776, -0.4761, -1.7222], [-1.3711, -0.3879, -3.0167], [-1.1404, -1.7499, -3.6793], [-0.0589, 0.3967, -2.9818], [-1.7307, -1.0764, -0.5258], [-0.3637, -1.4689, -0.4190], [-0.1118, -2.8055, -0.6706], [-1.0918, -3.7265, -1.0838], [-0.7995, -5.0595, -1.3229], [0.4860, -5.5537, -1.1644], [1.4814, -4.6762, -0.7594], [1.1598, -3.3612, -0.5285], [2.1634, -2.5171, -0.1227], [-3.2045, -3.8828, 2.7213], [-2.6731, -4.0791, 1.0514], [-4.1986, -3.2574, 1.3995], [-2.9295, -1.5027, 2.6196], [-0.5105, -3.1333, 1.7766], [-1.0719, -2.7009, 3.3838], [-0.3420, -1.4774, 2.3432], [-4.5915, -0.8232, 1.2800], [-5.3371, 0.3413, -0.7582], [-3.8183, 0.4918, -2.6936], [-2.0218, 0.1704, -3.6958], [-0.3640, -2.3204, -3.1703], [-0.8243, -1.5976, -4.7126], [-2.0514, -2.3486, -3.6914], [0.6861, -0.0771, -2.3389], [-0.2086, 1.4271, -2.6610], [0.3642, 0.4220, -3.9878], [-2.1026, -3.3748, -1.2349], [-1.5947, -5.7194, -1.6440], [0.7135, -6.5929, -1.3516], [2.5044, -4.9992, -0.6193], [6.1916, -1.2965, 0.2558], [5.0272, -0.5730, -0.2453], [5.0618, 0.0079, -1.5859], [3.8775, -0.5443, 0.4248], [3.8141, -1.2035, 1.7748], [2.8925, 0.0376, -0.0808], [6.9870, -1.2240, -0.4793], [5.9690, -2.3519, 0.4111], [6.5534, -0.8728, 1.1925], [6.0970, 0.1490, -1.8821], [4.5450, 0.9645, -1.5910], [4.5657, -0.6474, -2.3030], [4.5813, -0.8111, 2.4462], [3.9884, -2.2739, 1.6766], [2.8288, -1.0509, 2.2069], [-1.7925, 1.0650, 2.3340], [-0.9861, 2.1022, 3.0286], [0.7490, 1.4877, 3.1880], [1.0317, 1.0613, 4.5665], [0.9638, 0.5366, 2.0326], [1.8562, 2.9229, 2.7764], [3.0100, 2.3618, 2.0040], [-1.4799, 1.0628, 1.3084], [-2.7946, 1.2512, 2.3669], [-1.6322, 0.1264, 2.7098], [-1.3677, 2.2854, 4.0314], [-1.0553, 3.0177, 2.4422], [2.2323, 3.3395, 3.7083], [1.3856, 3.7050, 2.1835], [3.2701, 1.4491, 2.3858], [3.8218, 2.9770, 2.0158], [2.7266, 2.1779, 1.0050]],
  "molar_mass_da": 714.083,
  "charge": 1,
  "gap_ev": 6.62,
  "de_lowest_kcal_mol": 18.1,
  "lumo_energy_ev": -2.90
}

---

[3]
{
  "formula": "C31H44MgNO6PSi",
  "method": "ωB97M-V with the def2-TZVPD basis set",
  "symbols": ["Mg", "C", "Si", "C", "C", "N", "C", "C", "C", "C", "C", "C", "O", "C", "C", "C", "C", "C", "C", "H", "H", "H", "H", "H", "H", "H", "H", "H", "H", "H", "H", "H", "H", "H", "H", "H", "H", "C", "C", "C", "C", "C", "C", "C", "C", "C", "C", "O", "O", "H", "H", "H", "H", "H", "H", "H", "H", "H", "H", "H", "C", "C", "O", "P", "O", "C", "C", "O", "C", "C", "H", "H", "H", "H", "H", "H", "H", "H", "H", "H", "H", "H", "H", "H", "H"],
  "coordinates": [[-0.7253, 0.4574, -0.6157], [-0.7777, 5.1135, 0.3771], [0.0608, 3.6750, -0.4976], [1.2657, 2.9510, 0.7543], [0.9579, 4.3553, -2.0058], [-1.0353, 2.3958, -0.8844], [-2.2072, 2.5872, -1.5677], [-2.5870, 3.7542, -2.2502], [-3.8095, 3.8798, -2.8837], [-4.7175, 2.8335, -2.8961], [-4.3710, 1.6410, -2.2747], [-3.1518, 1.5461, -1.6493], [-2.7308, 0.3219, -1.0499], [-3.7419, -0.5653, -0.7088], [-4.4434, -0.3594, 0.4644], [-5.4316, -1.2673, 0.8082], [-5.7003, -2.3561, -0.0115], [-4.9851, -2.5397, -1.1854], [-3.9986, -1.6322, -1.5482], [-0.0426, 5.8910, 0.5816], [-1.1926, 4.7918, 1.3297], [-1.5815, 5.5656, -0.1965], [2.1728, 3.5452, 0.8332], [1.5674, 1.9329, 0.5180], [0.7922, 2.9412, 1.7359], [1.9005, 4.8267, -1.7328], [0.3543, 5.1094, -2.5067], [1.1703, 3.5683, -2.7274], [-1.8912, 4.5761, -2.2867], [-4.0488, 4.8074, -3.3840], [-5.6752, 2.9281, -3.3850], [-5.0539, 0.8019, -2.2872], [-4.2080, 0.4893, 1.0883], [-5.9888, -1.1266, 1.7229], [-6.4726, -3.0587, 0.2634], [-5.1985, -3.3817, -1.8276], [-3.4356, -1.7419, -2.4656], [7.1258, -1.0969, 0.6560], [5.7948, -0.8939, -0.0095], [4.8577, -1.9220, -0.0445], [3.6124, -1.7449, -0.6251], [2.6261, -2.8794, -0.6921], [3.2957, -0.5058, -1.1825], [4.2409, 0.5153, -1.2286], [3.9630, 1.7960, -1.9581], [5.4733, 0.3075, -0.6193], [1.9094, -0.2782, -1.7139], [1.6766, -0.1539, -2.8966], [1.0019, -0.2744, -0.7890], [6.9992, -1.3565, 1.7085], [7.7336, -0.1963, 0.6027], [7.6829, -1.9070, 0.1860], [5.1092, -2.8869, 0.3757], [3.0977, -3.8203, -0.4151], [2.2265, -2.9831, -1.7017], [1.7764, -2.7092, -0.0233], [3.0470, 2.2652, -1.6170], [3.8356, 1.6034, -3.0231], [4.7806, 2.5033, -1.8235], [6.2040, 1.1058, -0.6373], [2.3496, -0.3136, 3.4926], [1.7165, -1.0026, 2.3089], [0.3122, -1.2089, 2.5971], [-0.7666, -1.2476, 1.4194], [-0.5116, -2.7491, 0.8709], [-0.9622, -3.1221, -0.4296], [-0.5739, -4.5631, -0.6679], [-2.1286, -1.3429, 2.2498], [-2.4044, -2.3543, 3.2388], [-2.1454, -1.8302, 4.6329], [3.3975, -0.1167, 3.2743], [2.2911, -0.9335, 4.3861], [1.8561, 0.6338, 3.6956], [2.1623, -1.9823, 2.1279], [1.8173, -0.4147, 1.3959], [-0.4985, -2.4619, -1.1731], [-2.0495, -3.0071, -0.4741], [0.5053, -4.6931, -0.6030], [-0.8991, -4.8702, -1.6597], [-1.0467, -5.2118, 0.0677], [-1.8049, -3.2421, 3.0185], [-3.4592, -2.6084, 3.1027], [-1.0856, -1.6665, 4.8014], [-2.5122, -2.5478, 5.3652], [-2.6684, -0.8888, 4.7844]],
  "molar_mass_da": 610.059,
  "charge": 0,
  "gap_ev": 7.75,
  "de_lowest_kcal_mol": 12.6,
  "lumo_energy_ev": 0.50
}

---

[4]
{
  "formula": "C31H44N4O4",
  "method": "ωB97M-V with the def2-TZVPD basis set",
  "symbols": ["C", "C", "N", "C", "C", "C", "C", "N", "C", "O", "C", "C", "C", "O", "N", "C", "C", "C", "C", "C", "C", "C", "C", "C", "C", "C", "C", "C", "O", "C", "C", "O", "N", "C", "C", "C", "C", "C", "C", "H", "H", "H", "H", "H", "H", "H", "H", "H", "H", "H", "H", "H", "H", "H", "H", "H", "H", "H", "H", "H", "H", "H", "H", "H", "H", "H", "H", "H", "H", "H", "H", "H", "H", "H", "H", "H", "H", "H", "H", "H", "H", "H", "H"],
  "coordinates": [[0.5381, 5.0990, 0.3111], [0.4932, 3.6253, 0.7244], [1.5617, 3.1636, 1.6077], [1.5808, 3.8387, 2.9051], [0.2542, 3.7943, 3.6531], [2.9041, 3.2426, 1.0387], [3.0580, 2.6438, -0.3593], [2.6758, 1.2578, -0.4662], [1.6925, 0.8469, -1.2969], [0.8783, 1.5609, -1.8492], [1.7866, -0.6568, -1.4370], [1.8419, -1.1656, -2.8851], [0.6920, -2.0988, -3.2290], [0.8317, -3.2668, -3.5124], [-0.4876, -1.4276, -3.1594], [-1.7891, -1.8969, -3.3722], [-2.0707, -3.1932, -3.7864], [-3.3844, -3.5801, -3.9779], [-4.4416, -2.7054, -3.7653], [-5.8666, -3.1546, -3.9747], [-6.6401, -3.1256, -2.6544], [-6.5651, -2.2961, -5.0311], [-4.1461, -1.4121, -3.3485], [-2.8408, -1.0094, -3.1552], [3.2806, -1.7725, -2.8945], [3.3072, -2.9487, -1.9414], [3.3196, -2.4266, -0.7210], [3.2414, -0.9365, -0.9533], [3.9793, -0.7774, -2.1613], [3.5078, 0.1835, 0.0475], [3.1213, -0.3262, 1.4500], [3.7635, -1.2166, 1.9693], [2.0019, 0.1933, 1.9740], [1.4266, -0.3652, 3.1850], [-0.0963, -0.3127, 3.0925], [-0.7305, -0.9102, 4.3457], [-0.2348, -0.1926, 5.5973], [1.2863, -0.2697, 5.6855], [1.9228, 0.3477, 4.4443], [0.4544, 5.7570, 1.1731], [-0.2943, 5.3045, -0.3565], [1.4603, 5.3330, -0.2156], [-0.4499, 3.4255, 1.2366], [0.5018, 3.0033, -0.1708], [2.3447, 3.3333, 3.5052], [1.8993, 4.8895, 2.8025], [-0.4758, 4.4703, 3.2164], [0.4182, 4.0979, 4.6846], [-0.1569, 2.7884, 3.6503], [3.5700, 2.7071, 1.7254], [3.2614, 4.2856, 0.9846], [2.4529, 3.1900, -1.0860], [4.1119, 2.7393, -0.6475], [1.0292, -1.1578, -0.8311], [1.8282, -0.3182, -3.5789], [-0.4326, -0.4481, -2.9019], [-1.2648, -3.8871, -3.9556], [-3.5884, -4.5906, -4.3022], [-5.8471, -4.1889, -4.3354], [-6.1412, -3.7431, -1.9106], [-7.6491, -3.5051, -2.7999], [-6.7068, -2.1113, -2.2687], [-7.5645, -2.6790, -5.2261], [-6.6532, -1.2654, -4.6972], [-6.0016, -2.3085, -5.9615], [-4.9428, -0.7050, -3.1715], [-2.6266, 0.0006, -2.8334], [3.7092, -1.9222, -3.8804], [3.2788, -3.9720, -2.2530], [3.3231, -2.8910, 0.2432], [4.5651, 0.4639, 0.0370], [1.6301, 1.0832, 1.6474], [1.7599, -1.4086, 3.2264], [-0.4116, 0.7269, 2.9781], [-0.4286, -0.8603, 2.2080], [-1.8177, -0.8370, 4.2777], [-0.4699, -1.9686, 4.4106], [-0.6823, -0.6454, 6.4839], [-0.5449, 0.8546, 5.5651], [1.6359, 0.2534, 6.5775], [1.5925, -1.3144, 5.7679], [1.6606, 1.4041, 4.3884], [3.0096, 0.2627, 4.4945]],
  "molar_mass_da": 536.717,
  "smiles": "CCN(CC)CCN1C(=O)[C@H]2[C@H](C(=O)Nc3ccc(C(C)C)cc3)[C@@H]3C=C[C@]2(O3)[C@@H]1C(=O)NC1CCCCC1",
  "charge": 0,
  "gap_ev": 8.86,
  "de_lowest_kcal_mol": 0.0,
  "lumo_energy_ev": 0.63
}

---

[5]
{
  "formula": "C31H44N4O4S",
  "method": "ωB97M-V with the def2-TZVPD basis set",
  "symbols": ["C", "C", "C", "N", "C", "C", "C", "C", "C", "N", "C", "O", "C", "C", "C", "O", "N", "C", "C", "C", "C", "C", "S", "C", "C", "C", "C", "C", "C", "O", "C", "C", "O", "N", "C", "C", "C", "C", "C", "C", "H", "H", "H", "H", "H", "H", "H", "H", "H", "H", "H", "H", "H", "H", "H", "H", "H", "H", "H", "H", "H", "H", "H", "H", "H", "H", "H", "H", "H", "H", "H", "H", "H", "H", "H", "H", "H", "H", "H", "H", "H", "H", "H", "H"],
  "coordinates": [[-1.0273, -0.0162, 5.3087], [0.3006, -0.5342, 5.8452], [1.4792, 0.2923, 5.3271], [1.5962, 0.2157, 3.8849], [2.0983, 1.4231, 3.2601], [1.0048, 2.4870, 3.1331], [1.4569, 3.6544, 2.2650], [2.1537, -1.0270, 3.3974], [1.1600, -1.7552, 2.4722], [0.8970, -1.0157, 1.2625], [-0.2029, -0.2400, 1.1073], [-1.1795, -0.2450, 1.8218], [0.0073, 0.6048, -0.1396], [-1.1264, 0.6750, -1.1591], [-1.4695, 2.1008, -1.5672], [-0.7290, 3.0337, -1.3578], [-2.6597, 2.1753, -2.2219], [-3.2806, 3.2905, -2.7983], [-4.5265, 3.0983, -3.3978], [-5.1771, 4.1635, -3.9857], [-4.6112, 5.4273, -3.9930], [-3.3724, 5.6185, -3.3976], [-2.5334, 7.1692, -3.3361], [-3.6737, 8.3197, -4.1593], [-2.7064, 4.5514, -2.8002], [-0.4556, -0.1182, -2.3444], [0.6642, 0.7530, -2.8762], [1.6391, 0.6662, -1.9795], [1.0845, -0.2231, -0.8987], [0.2514, -1.1206, -1.6439], [1.8831, -0.9016, 0.2012], [2.4590, -2.2583, -0.2353], [3.6515, -2.4172, -0.3859], [1.5296, -3.2128, -0.3882], [1.8288, -4.5278, -0.9167], [1.2163, -5.6072, -0.0238], [1.5319, -6.9936, -0.5779], [1.0143, -7.1305, -2.0064], [1.6223, -6.0519, -2.8979], [1.3074, -4.6642, -2.3483], [-1.0238, -0.0188, 4.2226], [-1.8481, -0.6388, 5.6575], [-1.2014, 1.0025, 5.6476], [0.4299, -1.5786, 5.5549], [0.3035, -0.4915, 6.9373], [1.3133, 1.3353, 5.5991], [2.4089, -0.0392, 5.8255], [2.4435, 1.1723, 2.2546], [2.9607, 1.8410, 3.8100], [0.1172, 2.0201, 2.7053], [0.7329, 2.8595, 4.1217], [2.3399, 4.1280, 2.6903], [1.7017, 3.3210, 1.2583], [0.6690, 4.3994, 2.1897], [2.3718, -1.6954, 4.2357], [3.0948, -0.8680, 2.8548], [0.2017, -1.8559, 2.9848], [1.5519, -2.7434, 2.2152], [0.3479, 1.6043, 0.1393], [-2.0083, 0.1371, -0.8041], [-3.1930, 1.3203, -2.3019], [-4.9792, 2.1170, -3.3987], [-6.1414, 4.0128, -4.4479], [-5.1420, 6.2399, -4.4604], [-3.8231, 8.0229, -5.1932], [-4.6148, 8.3620, -3.6190], [-3.1852, 9.2884, -4.1225], [-1.7471, 4.7138, -2.3389], [-1.1432, -0.5480, -3.0684], [0.6064, 1.3354, -3.7732], [2.5893, 1.1579, -1.9402], [2.7316, -0.2658, 0.4911], [0.5593, -2.9346, -0.3776], [2.9202, -4.6159, -0.9126], [1.6079, -5.5104, 0.9907], [0.1333, -5.4660, 0.0167], [1.0790, -7.7564, 0.0584], [2.6129, -7.1474, -0.5684], [1.2623, -8.1190, -2.3974], [-0.0739, -7.0332, -2.0091], [1.2329, -6.1434, -3.9136], [2.7052, -6.1850, -2.9408], [1.7631, -3.8937, -2.9726], [0.2264, -4.5022, -2.3504]],
  "molar_mass_da": 568.784,
  "smiles": "CCCN(CCC)CCN1C(=O)[C@@H]2[C@@H](C(=O)Nc3cccc(SC)c3)[C@H]3C=C[C@@]2(O3)[C@@H]1C(=O)NC1CCCCC1",
  "charge": 0,
  "gap_ev": 8.59,
  "de_lowest_kcal_mol": 1.6,
  "lumo_energy_ev": 0.46
}

---

Short version: HOMO level = -0.4763, -0.3499, -0.2668, -0.3024, -0.2988 Ha, in the order given.